(1)
Formula: C6H11N
Source: the OMol25 dataset
Level of theory: the ωB97M-V functional and the def2-TZVPD basis

```
18
Properties=species:S:1:pos:R:3:nbo_charge:R:1
C -2.30 -0.32 -0.49 -0.6351
C -1.10 0.62 -0.35 -0.0857
C 0.24 0.08 -0.77 -0.4463
C 1.00 -0.42 0.49 -0.3246
C 2.52 -0.32 0.32 -0.5958
C 0.46 0.33 1.71 0.1397
N -0.66 0.84 1.29 -0.5779
H -3.20 0.09 0.00 0.2115
H -2.59 -0.52 -1.53 0.2206
H -2.08 -1.28 -0.02 0.2140
H -1.34 1.60 -0.82 0.1947
H -1.38 1.50 1.43 0.4077
H 0.15 -0.74 -1.48 0.2171
H 0.83 0.88 -1.23 0.2107
H 0.75 -1.48 0.68 0.2198
H 2.84 -0.93 -0.54 0.2049
H 2.82 0.72 0.12 0.2024
H 3.05 -0.67 1.20 0.2224
```

DFT total energy = -7887.8808 eV
Molar mass = 97.2 g/mol
Relative energy (zero: lowest compared OMol25 entry of this formula, charge and spin) = 255.7 kJ/mol
HOMO energy = -0.293 hartree
LUMO energy = 0.959 eV

***

(2)
Formula: C26H30N4O4
Source: the OMol25 dataset
Level of theory: the ωB97M-V functional and the def2-TZVPD basis

```
64
Properties=species:S:1:pos:R:3:nbo_charge:R:1
C 1.64 3.54 -1.10 -0.6044
C 2.47 2.50 -1.87 -0.2087
C 1.67 1.96 -3.05 -0.6208
C 3.01 1.38 -0.96 -0.3919
C 1.97 0.34 -0.51 -0.1580
N 0.96 0.88 0.36 -0.6023
C -0.36 0.82 0.08 0.6425
O -0.80 0.36 -0.96 -0.6492
C -1.18 1.41 1.14 0.0416
N -0.59 2.03 2.21 -0.4726
C -1.56 2.53 2.92 0.1863
N -2.77 2.26 2.38 -0.4863
C -2.56 1.52 1.25 0.0380
C -3.72 1.22 0.37 0.6456
O -4.54 2.10 0.16 -0.6426
N -3.82 -0.02 -0.13 -0.3920
C -3.00 -1.15 0.24 -0.4178
C -4.85 -0.30 -1.12 -0.2442
C -5.96 -1.14 -0.54 -0.0585
C -6.14 -2.46 -0.94 -0.2084
C -7.15 -3.22 -0.37 -0.2093
C -7.98 -2.68 0.59 -0.2144
C -7.80 -1.36 0.99 -0.2240
C -6.79 -0.60 0.43 -0.1519
C 2.72 -0.76 0.23 0.8065
O 2.72 -0.92 1.42 -0.6025
O 3.40 -1.53 -0.63 -0.5070
C 4.24 -2.54 -0.07 -0.1134
C 5.56 -1.95 0.37 0.0191
C 5.86 -1.81 1.72 -0.2182
C 7.05 -1.23 2.11 -0.2082
C 7.95 -0.78 1.15 -0.2108
C 7.65 -0.91 -0.19 -0.1988
C 6.46 -1.49 -0.58 -0.2337
H 2.18 3.88 -0.22 0.2040
H 0.69 3.12 -0.78 0.2078
H 1.44 4.40 -1.74 0.2072
H 3.35 3.02 -2.26 0.1978
H 1.45 2.76 -3.75 0.2112
H 0.72 1.54 -2.71 0.2228
H 2.23 1.18 -3.57 0.2030
H 3.47 1.83 -0.08 0.2069
H 3.78 0.84 -1.51 0.2209
H 1.46 -0.09 -1.37 0.2580
H 1.23 1.23 1.27 0.4361
H -1.43 3.08 3.83 0.2038
H -3.68 2.57 2.69 0.4370
H -2.49 -0.95 1.18 0.2158
H -3.64 -2.03 0.35 0.2054
H -2.25 -1.34 -0.53 0.2267
H -4.38 -0.80 -1.97 0.2048
H -5.25 0.67 -1.44 0.2527
H -5.50 -2.88 -1.70 0.2096
H -7.29 -4.24 -0.69 0.2127
H -8.76 -3.27 1.03 0.2127
H -8.44 -0.93 1.75 0.2118
H -6.65 0.43 0.73 0.2162
H 3.73 -3.01 0.77 0.2077
H 4.38 -3.27 -0.88 0.2021
H 5.15 -2.14 2.46 0.2228
H 7.28 -1.12 3.16 0.2144
H 8.88 -0.32 1.46 0.2137
H 8.35 -0.56 -0.94 0.2122
H 6.22 -1.60 -1.63 0.2122
```

DFT total energy = -41601.4585 eV
Molar mass = 462.5 g/mol
Relative energy (zero: lowest compared OMol25 entry of this formula, charge and spin) = 94.0 kJ/mol
SMILES = CC(C)C[C@H](NC(=O)c1nc[nH]c1C(=O)N(C)Cc1ccccc1)C(=O)OCc1ccccc1
HOMO energy = -0.334 hartree
LUMO energy = 0.734 eV

***

(3)
Formula: C6H10N2O2
Source: the OMol25 dataset
Level of theory: the ωB97M-V functional and the def2-TZVPD basis

```
20
Properties=species:S:1:pos:R:3:nbo_charge:R:1
C 0.78 1.11 0.35 -0.1306
C -0.50 1.18 0.38 -0.2539
C 1.78 0.09 -0.30 -0.1204
C -1.46 0.09 0.31 0.1039
C 1.05 -0.69 -1.50 -0.6164
C -2.86 0.56 0.63 -0.6353
N 2.42 -0.93 0.54 -0.1167
N -1.04 -1.10 0.22 0.0765
O -1.59 -2.22 0.28 -0.2566
O 3.56 -0.75 1.00 -0.3620
H 1.40 1.99 0.62 0.2062
H -0.96 2.13 0.74 0.2182
H 2.45 0.76 -0.86 0.2202
H 1.90 -0.94 -2.14 0.2146
H 0.31 -0.02 -1.93 0.2197
H 0.65 -1.64 -1.15 0.2113
H -3.24 1.13 -0.17 0.2277
H -2.95 1.25 1.60 0.2266
H -3.49 -0.22 0.74 0.2224
H 1.80 -1.75 0.64 0.3445
```

Multiplicity = 3
DFT total energy = -13452.5219 eV
Expectation value of S² = 2.02
Molar mass = 142.2 g/mol
Relative energy (zero: lowest compared OMol25 entry of this formula, charge and spin) = 163.5 kJ/mol
HOMO energy (spin up / spin down) = -0.299 / -0.331 hartree
LUMO energy (spin up / spin down) = 0.366 / -1.046 eV

***

(4)
Formula: C2H6N2S2
Source: the OMol25 dataset
Level of theory: the ωB97M-V functional and the def2-TZVPD basis

```
12
Properties=species:S:1:pos:R:3:nbo_charge:R:1
H -0.04 2.35 -0.20 0.3373
N -0.48 1.43 -0.07 -0.7395
C 0.36 0.48 -0.05 0.3167
N 1.73 0.48 -0.11 -0.7935
S 2.79 -0.83 -0.14 0.2323
S -0.29 -1.21 -0.13 0.2120
C -2.03 -0.86 -0.02 -0.7609
H 2.13 1.38 -0.30 0.3937
H 3.06 -0.73 1.21 0.1075
H -2.34 -0.23 0.82 0.2425
H -2.48 -1.85 -0.09 0.2264
H -2.42 -0.41 -0.91 0.2255
```

DFT total energy = -26821.1847 eV
Molar mass = 122.2 g/mol
Relative energy (zero: lowest compared OMol25 entry of this formula, charge and spin) = 60.8 kJ/mol
SMILES = [H]/N=C(\NS)SC
HOMO energy = -0.323 hartree
LUMO energy = 0.547 eV

***

(5)
Formula: C34H30N8S2Sn
Source: the OMol25 dataset
Level of theory: the ωB97M-V functional and the def2-TZVPD basis

```
75
Properties=species:S:1:pos:R:3:lowdin_charge:R:1
Sn -0.38 -0.07 1.54 1.3069
C -3.47 0.59 2.61 -0.1101
N -3.19 0.94 1.20 -0.2042
C -3.83 -0.04 0.29 -0.1610
C -3.04 -1.32 0.09 -0.1766
N -1.73 -1.10 -0.59 -0.2214
C -1.19 -2.42 -0.98 -0.0506
C -1.91 -0.28 -1.78 -0.2813
C -2.69 -0.73 -2.84 -0.0104
C -2.89 0.05 -3.96 -0.0249
C -2.31 1.31 -4.05 -0.0365
C -1.52 1.77 -3.02 -0.0726
C -1.33 0.98 -1.89 -0.4774
S -0.32 1.60 -0.58 0.5944
C -3.71 2.25 0.88 -0.2609
C -5.07 2.52 1.08 -0.0096
C -5.63 3.73 0.74 -0.0346
C -4.84 4.72 0.16 -0.0479
C -3.50 4.46 -0.07 -0.1110
C -2.93 3.25 0.30 -0.4739
S -1.16 3.35 0.10 0.7106
H -4.53 0.47 2.81 0.0946
H -3.07 1.37 3.26 0.1021
H -2.98 -0.35 2.87 0.0391
H -3.97 0.45 -0.67 0.1323
H -4.83 -0.31 0.65 0.1386
H -3.66 -2.00 -0.51 0.1371
H -2.84 -1.83 1.03 0.1044
H -1.78 -2.89 -1.77 0.0986
H -1.21 -3.08 -0.12 0.0683
H -0.17 -2.30 -1.35 0.1036
H -3.16 -1.71 -2.80 0.1222
H -3.51 -0.32 -4.77 0.1236
H -2.46 1.92 -4.93 0.1234
H -1.06 2.75 -3.07 0.1182
H -5.70 1.75 1.51 0.1190
H -6.68 3.91 0.92 0.1211
H -5.27 5.67 -0.12 0.1213
H -2.89 5.22 -0.55 0.1044
C 1.77 4.00 2.40 -0.0730
C 0.98 2.86 2.58 -0.1241
N 1.28 1.73 1.97 -0.0574
C 2.36 1.69 1.17 -0.2392
C 3.10 2.85 0.96 -0.0329
N 2.80 3.99 1.57 0.1345
C 2.71 0.36 0.62 -0.1910
C 3.96 0.12 0.08 0.0808
C 4.34 -1.17 -0.27 -0.1012
C 3.43 -2.19 0.01 0.0760
C 2.19 -1.89 0.54 -0.1793
N 1.80 -0.62 0.79 0.0321
C 1.26 -2.96 0.98 -0.2263
C 1.37 -4.29 0.58 -0.0430
N 0.55 -5.23 1.04 0.1321
C -0.37 -4.86 1.91 -0.0721
C -0.51 -3.53 2.30 -0.1023
N 0.30 -2.59 1.82 0.0007
C 5.66 -1.46 -0.85 -0.1786
C 5.81 -2.45 -1.82 -0.0050
C 7.07 -2.68 -2.34 -0.1092
N 8.15 -2.02 -1.95 0.0908
C 8.01 -1.08 -1.02 -0.1074
C 6.79 -0.76 -0.44 -0.0023
H 1.55 4.92 2.93 0.1291
H 0.11 2.88 3.22 0.1225
H 3.93 2.87 0.27 0.1278
H 4.66 0.93 -0.05 0.1225
H 3.72 -3.22 -0.13 0.1273
H 2.11 -4.61 -0.14 0.1278
H -1.02 -5.63 2.31 0.1270
H -1.28 -3.22 3.00 0.1232
H 4.96 -3.00 -2.19 0.1163
H 7.21 -3.43 -3.11 0.1187
H 8.91 -0.57 -0.71 0.1193
H 6.75 -0.01 0.34 0.1171
```

DFT total energy = -75154.7604 eV
Molar mass = 733.5 g/mol
Relative energy (zero: lowest compared OMol25 entry of this formula, charge and spin) = 0.0 kJ/mol
Net charge = +2
HOMO energy = -0.505 hartree
LUMO energy = -6.578 eV

***

(6)
Formula: C33H37ClO2Si2Zr
Source: the OMol25 dataset
Level of theory: the ωB97M-V functional and the def2-TZVPD basis

```
76
Properties=species:S:1:pos:R:3:lowdin_charge:R:1
C 4.17 -4.22 1.69 -0.1520
C 3.68 -4.09 0.36 -0.1737
C 3.78 -2.73 -0.01 -0.1774
H 3.30 -4.89 -0.25 0.1353
C 4.33 -2.01 1.09 -0.1448
C 4.57 -2.94 2.13 -0.1642
H 4.98 -2.70 3.10 0.1405
H 4.23 -5.13 2.26 0.1446
H 3.51 -2.30 -0.96 0.1287
H 4.50 -0.95 1.12 0.1352
Zr 2.32 -2.88 1.73 1.6222
Si -3.84 3.95 0.30 0.7271
C -4.65 3.14 -1.19 -0.3457
C -5.95 3.48 -1.57 -0.1005
H -6.50 4.23 -1.02 0.0981
C -6.55 2.86 -2.66 -0.0744
H -7.56 3.14 -2.94 0.1086
C -5.86 1.90 -3.38 -0.0798
H -6.33 1.43 -4.24 0.1060
C -4.57 1.56 -3.02 -0.0964
H -4.03 0.82 -3.59 0.0843
C -3.97 2.18 -1.93 -0.1269
H -2.95 1.91 -1.67 0.0891
C -2.46 5.09 -0.24 -0.3324
C -2.22 5.33 -1.60 -0.1025
H -2.82 4.84 -2.35 0.0946
C -1.21 6.19 -2.01 -0.0847
H -1.04 6.37 -3.06 0.1041
C -0.42 6.83 -1.06 -0.0880
H 0.37 7.50 -1.37 0.1035
C -0.64 6.60 0.29 -0.0912
H -0.02 7.09 1.03 0.1020
C -1.65 5.74 0.69 -0.1193
H -1.80 5.56 1.75 0.0965
H -3.26 2.94 1.22 -0.0376
Si 0.93 -1.16 0.59 0.3766
C 1.89 0.41 0.17 -0.3436
C 2.00 0.85 -1.15 -0.0790
H 1.41 0.37 -1.92 0.1011
C 2.84 1.90 -1.50 -0.0477
H 2.90 2.22 -2.54 0.1182
C 3.59 2.54 -0.53 -0.0496
H 4.24 3.37 -0.80 0.1182
C 3.49 2.13 0.79 -0.0688
H 4.06 2.64 1.56 0.1137
C 2.66 1.08 1.13 -0.1508
H 2.59 0.78 2.17 0.0913
C 0.12 -1.66 -1.06 -0.3447
C 0.76 -2.55 -1.91 -0.1267
H 1.71 -2.98 -1.61 0.0639
C 0.22 -2.90 -3.14 -0.0634
H 0.74 -3.59 -3.79 0.1129
C -1.00 -2.36 -3.54 -0.0476
H -1.43 -2.63 -4.49 0.1188
C -1.66 -1.47 -2.70 -0.0434
H -2.61 -1.05 -3.00 0.1020
C -1.10 -1.12 -1.48 -0.1014
H -1.63 -0.43 -0.83 0.0706
H -4.90 4.68 1.04 -0.0190
Cl -0.78 -0.38 1.72 0.3234
C 1.07 -5.49 1.32 -0.0519
O 0.64 -4.14 1.28 -0.3346
C -0.29 -3.91 2.34 -0.1720
C 0.42 -3.72 3.68 -0.1579
O 1.33 -2.64 3.59 -0.3423
C 2.32 -2.77 4.58 -0.0585
H 1.41 -5.79 0.31 0.1237
H 1.89 -5.63 2.06 0.0998
H 0.26 -6.21 1.56 0.1418
H -0.87 -3.01 2.10 0.0968
H -1.05 -4.72 2.42 0.1743
H -0.35 -3.49 4.44 0.1816
H 0.92 -4.68 3.95 0.1540
H 1.86 -2.78 5.60 0.1475
H 2.94 -3.68 4.42 0.1152
H 2.98 -1.88 4.54 0.1284
```

DFT total energy = -68457.5681 eV
Molar mass = 648.5 g/mol
Relative energy (zero: lowest compared OMol25 entry of this formula, charge and spin) = 280.3 kJ/mol
Net charge = +2
HOMO energy = -0.445 hartree
LUMO energy = -8.435 eV